Entry 1:
Density functional theory data (ωB97M-V with the def2-TZVPD basis set) for a molecular structure, C37H49AsOOsPS5Sb.

Each line ends with the Mulliken spin population.
Cartesian coordinates (Å):
Os 0.59 -0.45 1.30  1.6142
C -0.28 -0.77 -2.70  -0.0186
C -1.63 -1.45 -2.59  0.0026
C -2.44 -1.53 -3.72  0.0006
C -3.65 -2.22 -3.69  0.0058
C -4.06 -2.84 -2.52  -0.0008
C -3.27 -2.76 -1.38  -0.0041
C -2.06 -2.06 -1.40  0.0438
P -0.93 -2.04 0.07  0.4085
C -1.84 -2.94 1.39  -0.0189
C -1.27 -4.10 1.93  0.0300
C -1.91 -4.82 2.92  -0.0142
C -3.13 -4.39 3.41  0.0122
C -3.67 -3.20 2.93  -0.0028
C -3.04 -2.45 1.94  0.0107
C -3.63 -1.11 1.59  0.0282
C 0.34 -3.22 -0.50  -0.0872
C 0.00 -4.48 -1.00  -0.0056
C 0.99 -5.40 -1.31  0.0013
C 2.32 -5.06 -1.10  0.0005
C 2.66 -3.80 -0.64  0.0054
C 1.67 -2.84 -0.35  0.1520
C 2.02 -1.42 0.01  -0.0656
H -0.28 -0.04 -3.51  -0.0015
H 0.50 -1.51 -2.91  0.0015
H -0.01 -0.27 -1.78  0.0321
H -2.11 -1.06 -4.64  -0.0004
H -4.26 -2.27 -4.59  0.0006
H -5.00 -3.39 -2.49  0.0002
H -3.60 -3.25 -0.48  0.0016
H -0.31 -4.44 1.57  0.0170
H -1.45 -5.72 3.32  -0.0018
H -3.65 -4.95 4.18  0.0022
H -4.60 -2.83 3.35  -0.0019
H -4.72 -1.12 1.72  0.0007
H -3.41 -0.80 0.58  -0.0099
H -3.22 -0.35 2.26  -0.0039
H -1.05 -4.75 -1.13  0.0013
H 0.72 -6.38 -1.69  -0.0004
H 3.10 -5.78 -1.31  0.0000
H 3.70 -3.53 -0.49  0.0004
H 2.10 -0.87 -0.93  0.0097
H 3.01 -1.41 0.46  -0.0206
S 0.64 0.19 6.19  0.4262
As -0.11 -0.68 4.44  -0.0594
S 1.38 -1.67 3.13  0.1967
S -0.81 0.69 2.86  0.1322
S -1.65 -1.92 5.20  0.6374
C -2.33 3.23 0.56  0.0005
S -2.11 1.62 -0.17  0.0011
O -0.61 1.43 -0.29  0.0584
C -2.69 1.99 -1.81  0.0051
C -3.98 1.63 -2.15  -0.0012
C -4.46 1.94 -3.42  0.0004
C -3.64 2.60 -4.32  -0.0001
C -2.33 2.95 -3.97  0.0003
C -1.85 2.64 -2.71  0.0002
H -1.65 3.92 0.06  -0.0007
H -2.09 3.14 1.62  -0.0003
H -3.37 3.53 0.42  0.0008
H -4.61 1.10 -1.44  0.0004
H -5.46 1.66 -3.70  0.0001
H -4.01 2.85 -5.31  0.0000
H -1.69 3.45 -4.68  0.0000
H -0.83 2.88 -2.41  0.0014
C 4.88 1.06 2.33  0.0019
C 4.43 1.69 1.02  0.0082
C 4.96 0.89 -0.18  0.0050
Sb 2.28 1.85 0.93  0.4346
C 1.86 3.34 2.42  0.0001
C 2.63 4.65 2.24  0.0037
C 2.07 2.76 3.82  0.0034
C 2.12 3.01 -0.90  0.0188
C 3.28 3.99 -1.12  0.0012
C 1.97 2.08 -2.10  0.0198
H 5.97 0.93 2.34  0.0011
H 4.43 0.07 2.47  -0.0009
H 4.61 1.66 3.20  -0.0001
H 4.80 2.72 0.95  0.0032
H 4.61 -0.15 -0.14  -0.0017
H 6.06 0.87 -0.17  0.0016
H 4.65 1.31 -1.14  -0.0014
H 0.80 3.52 2.27  -0.0014
H 3.71 4.48 2.18  -0.0011
H 2.45 5.30 3.10  0.0014
H 2.31 5.20 1.35  -0.0013
H 3.13 2.75 4.08  -0.0096
H 1.68 1.75 3.92  0.0110
H 1.55 3.38 4.56  -0.0009
H 1.19 3.57 -0.75  -0.0071
H 4.24 3.46 -1.23  -0.0003
H 3.39 4.72 -0.32  -0.0012
H 3.12 4.55 -2.05  0.0025
H 2.89 1.51 -2.27  0.0022
H 1.78 2.65 -3.02  0.0012
H 1.16 1.37 -1.97  -0.0181

- E_HOMO (spin up / spin down): -0.243 / -0.276 Ha
- HOMO-LUMO gap (spin up / spin down): 6.88 / 5.65 eV
- Multiplicity: 5
- Energy relative to the best compared isomer or geometry (same formula, charge and spin): 0.106 eV

=====

Entry 2:
Density functional theory data (ωB97M-V with the def2-TZVPD basis set) for a molecular structure, C37H49AuN4P2.

Each line ends with the Löwdin charge.
Cartesian coordinates (Å):
Au 0.23 0.88 0.79  1.0132
C -0.78 0.59 4.34  -0.0998
C 0.66 0.08 4.19  -0.5213
C 1.01 -0.91 5.30  -0.0721
P 0.85 -0.62 2.51  1.0358
C 2.56 -1.26 2.24  -0.5007
C 3.59 -0.32 2.89  -0.0854
C 2.82 -2.71 2.65  -0.0853
C -0.40 -1.85 2.21  -0.2978
C -0.40 -3.10 2.85  -0.0477
C -1.34 -4.07 2.53  -0.2553
C -1.37 -5.40 3.23  -0.0295
C -2.23 -3.76 1.51  0.0008
C -2.26 -2.53 0.89  -0.0223
C -1.38 -1.51 1.28  -0.2936
N -1.44 -0.21 0.75  -0.1285
C -2.62 0.37 0.22  -0.2919
C -3.89 -0.14 0.49  -0.0215
C -5.00 0.33 -0.18  -0.0007
C -4.92 1.34 -1.15  -0.2564
C -6.14 1.82 -1.89  -0.0293
C -3.68 1.93 -1.31  -0.0505
C -2.54 1.48 -0.62  -0.3105
P -1.05 2.46 -0.53  1.0364
C -1.40 3.89 0.58  -0.5078
C -0.31 4.97 0.49  -0.0934
C -2.79 4.51 0.41  -0.0791
C -0.57 2.99 -2.22  -0.4939
C 0.94 3.20 -2.37  -0.0995
C -1.31 4.23 -2.74  -0.0820
H -0.86 1.19 5.25  0.0956
H -1.47 -0.25 4.43  0.0906
H -1.12 1.20 3.50  0.0480
H 1.34 0.93 4.23  0.0854
H 0.30 -1.73 5.33  0.0826
H 0.96 -0.39 6.25  0.0986
H 2.02 -1.32 5.20  0.0615
H 2.66 -1.20 1.16  0.0819
H 3.57 -0.40 3.97  0.0810
H 3.46 0.73 2.64  0.0456
H 4.59 -0.61 2.56  0.0974
H 2.73 -2.86 3.73  0.0777
H 3.84 -2.96 2.37  0.0952
H 2.16 -3.41 2.14  0.0761
H 0.35 -3.33 3.59  0.1017
H -0.48 -5.56 3.83  0.0813
H -1.45 -6.22 2.52  0.0890
H -2.24 -5.47 3.90  0.0923
H -2.93 -4.52 1.17  0.1312
H -2.97 -2.35 0.09  0.1164
H -4.02 -0.92 1.23  0.1141
H -5.97 -0.10 0.04  0.1305
H -6.80 0.99 -2.15  0.0871
H -5.86 2.32 -2.82  0.0827
H -6.71 2.52 -1.29  0.0917
H -3.60 2.77 -1.99  0.1003
H -1.36 3.42 1.57  0.0891
H -0.50 5.64 -0.35  0.0739
H 0.70 4.57 0.37  0.0498
H -0.32 5.58 1.39  0.0938
H -2.90 5.01 -0.55  0.0782
H -2.91 5.26 1.19  0.0974
H -3.59 3.77 0.52  0.0764
H -0.87 2.13 -2.82  0.1170
H 1.29 4.03 -1.75  0.0760
H 1.17 3.45 -3.41  0.0955
H 1.50 2.31 -2.12  0.0345
H -0.98 5.14 -2.23  0.0710
H -2.39 4.17 -2.66  0.0587
H -1.06 4.35 -3.80  0.0976
C 2.96 4.60 3.89  -0.0328
C 1.77 3.89 3.89  -0.0431
C 1.49 3.01 2.86  -0.0822
C 2.42 2.84 1.84  -0.2766
C 3.62 3.54 1.83  -0.0073
C 3.88 4.43 2.86  -0.0341
N 2.10 1.88 0.80  -0.0833
N 3.03 1.58 0.06  0.1312
C 2.86 0.59 -0.95  -0.3594
C 3.96 0.36 -1.75  0.0292
C 3.83 -0.58 -2.77  -0.0102
C 2.63 -1.24 -2.92  -0.0081
C 1.58 -0.94 -2.04  -0.0889
N 1.70 -0.05 -1.08  0.0470
H 3.17 5.30 4.69  0.1221
H 1.05 4.02 4.69  0.1213
H 0.56 2.45 2.85  0.0562
H 4.33 3.40 1.03  0.1164
H 4.81 4.98 2.86  0.1221
H 4.87 0.92 -1.58  0.1295
H 4.66 -0.79 -3.43  0.1277
H 2.49 -1.98 -3.69  0.1234
H 0.62 -1.44 -2.12  0.1243

- E_HOMO: -0.456 Ha
- HOMO-LUMO gap: 5.54 eV
- Multiplicity: 1
- Energy relative to the best compared isomer or geometry (same formula, charge and spin): 0.000 eV
- Total charge: +2

=====

Entry 3:
Density functional theory data (ωB97M-V with the def2-TZVPD basis set) for a molecular structure, C37H49BrFeN2P2S.

Each line ends with the Mulliken spin population.
Cartesian coordinates (Å):
C -1.12 4.79 -2.09  -0.0032
C -1.35 3.58 -2.80  0.0755
C -1.55 3.69 -4.21  0.0052
C -1.34 4.94 -4.82  0.0018
N -1.04 6.04 -4.11  -0.0038
C -0.94 5.99 -2.79  0.0027
C -1.17 2.36 -2.02  0.1414
C -1.43 1.28 -1.26  -0.3313
C -1.86 0.14 -0.45  -0.0273
C -1.00 -0.92 -0.04  0.1346
C -1.39 -1.79 0.99  -0.0262
C -2.77 -1.91 1.36  0.0216
C -3.60 -0.82 1.01  0.0016
C -3.16 0.15 0.10  0.0031
Fe 0.29 1.74 -1.04  3.0298
P 2.86 -0.88 0.50  0.0172
H -1.76 2.83 -4.84  -0.0012
H -0.99 4.79 -1.01  0.0011
H -1.42 5.07 -5.90  0.0002
H -0.69 6.91 -2.26  0.0002
H -3.74 1.06 -0.01  0.0013
H 0.03 -0.99 -0.45  -0.0855
H -4.52 -0.67 1.56  0.0009
H -0.67 -2.32 1.60  -0.0032
C 2.86 -2.31 1.67  0.0009
C 3.37 -3.66 1.17  0.0003
H 1.82 -2.40 2.00  0.0009
H 3.45 -2.00 2.54  0.0002
H 3.22 -4.41 1.95  0.0000
H 2.85 -4.00 0.27  0.0003
H 4.45 -3.65 0.96  0.0000
C 3.24 -1.62 -1.16  -0.0086
C 3.52 -0.55 -2.23  0.0119
H 2.36 -2.22 -1.45  0.0096
H 4.10 -2.30 -1.06  0.0003
H 3.70 -1.04 -3.19  0.0001
H 2.65 0.12 -2.35  0.0027
H 4.40 0.07 -1.99  0.0012
C 4.52 -0.14 0.91  0.0006
C 5.73 -1.06 0.76  0.0003
H 4.44 0.21 1.95  0.0000
H 4.62 0.75 0.27  0.0008
H 6.63 -0.49 1.03  -0.0001
H 5.69 -1.93 1.42  0.0000
H 5.86 -1.40 -0.28  0.0000
Br -3.39 -3.31 2.32  0.0018
P -1.91 -1.88 -2.99  0.6514
C -0.66 -2.96 -2.21  0.0562
C -0.67 -4.35 -2.86  0.0233
H -0.88 -3.04 -1.14  0.0172
H 0.33 -2.49 -2.34  0.0056
H 0.33 -4.80 -2.77  0.0017
H -1.36 -5.03 -2.37  0.0005
H -0.93 -4.26 -3.92  -0.0094
C -3.41 -2.45 -2.11  0.0387
C -4.13 -3.73 -2.61  0.0265
H -4.14 -1.62 -2.13  -0.0051
H -3.09 -2.59 -1.06  0.0137
H -4.82 -4.07 -1.83  -0.0005
H -4.72 -3.49 -3.49  -0.0062
H -3.45 -4.56 -2.81  -0.0068
C -2.09 -0.17 -3.56  0.0707
C -2.74 -0.11 -4.95  0.0598
H -1.10 0.31 -3.57  0.0207
H -2.73 0.37 -2.84  0.0241
H -2.96 0.92 -5.24  0.0018
H -2.06 -0.56 -5.68  -0.0096
H -3.68 -0.68 -4.93  -0.0064
N 0.33 1.70 0.88  0.0372
S 0.22 2.79 2.10  0.0162
C 1.62 2.40 3.20  0.0072
C 1.95 1.06 3.42  0.0036
C 2.94 0.73 4.36  -0.0017
C 3.62 1.76 5.03  0.0009
C 3.25 3.10 4.86  0.0001
C 2.28 3.43 3.90  0.0018
C -1.17 2.22 3.18  0.0022
C -2.47 2.25 2.66  0.0007
C -3.51 1.60 3.32  0.0004
C -3.26 0.89 4.51  -0.0003
C -1.96 0.85 5.02  0.0001
C -0.95 1.60 4.42  0.0000
H 0.41 0.81 1.39  -0.0141
H 1.42 0.28 2.88  -0.0023
H 3.15 -0.32 4.58  0.0001
H 4.42 1.50 5.72  0.0000
H 3.71 3.89 5.46  -0.0001
H 2.02 4.47 3.68  -0.0002
H -2.62 2.71 1.69  0.0001
H -4.52 1.61 2.89  0.0003
H -4.08 0.39 5.03  -0.0001
H -1.70 0.22 5.87  0.0001
H 0.05 1.58 4.85  0.0001

- E_HOMO (spin up / spin down): -0.480 / -0.481 Ha
- HOMO-LUMO gap (spin up / spin down): 7.62 / 5.53 eV
- Multiplicity: 5
- Energy relative to the best compared isomer or geometry (same formula, charge and spin): 0.821 eV
- Total charge: +2

=====

Entry 4:
Density functional theory data (ωB97M-V with the def2-TZVPD basis set) for a molecular structure, C37H49NO4PdSbSi3.

Each line ends with the Mulliken spin population.
Cartesian coordinates (Å):
Pd 0.07 0.52 -0.25  1.1103
O 4.46 -0.05 0.12  0.2462
C 3.30 0.03 -0.07  -0.0585
O 2.45 0.69 -0.66  0.2868
C 2.34 -1.40 0.86  0.0419
O 3.06 -1.98 1.61  0.2600
O 1.18 -1.41 0.45  0.2321
C -0.41 0.86 4.98  0.0502
Si 0.47 0.22 3.43  -0.0326
C 2.24 0.88 3.46  0.0118
C 0.44 -1.67 3.56  0.0155
C -0.56 0.94 2.01  0.6842
Si -0.22 2.72 1.44  -0.0786
C -1.40 3.26 0.04  0.0463
C -0.58 3.82 2.93  0.0795
C 1.52 3.19 0.86  0.0276
Si -2.34 0.37 2.03  -0.0461
C -3.46 1.56 2.97  0.0385
C -2.67 -1.38 2.64  0.0061
C -2.99 0.32 0.23  0.0153
C -4.36 0.34 -0.02  0.0084
C -4.84 0.23 -1.31  -0.0059
C -3.93 0.11 -2.35  0.0090
C -2.58 0.10 -2.04  0.0125
N -2.12 0.19 -0.79  0.0855
H 0.13 0.52 5.87  0.0032
H -1.43 0.47 5.04  -0.0009
H -0.45 1.95 5.01  -0.0021
H 2.83 0.29 4.16  0.0009
H 2.26 1.92 3.80  0.0004
H 2.75 0.83 2.49  -0.0084
H 1.41 -2.02 3.91  0.0055
H 0.23 -2.17 2.61  0.0039
H -0.31 -1.98 4.29  -0.0010
H -2.45 3.13 0.32  0.0027
H -1.25 2.73 -0.91  -0.0158
H -1.23 4.32 -0.16  -0.0003
H -1.52 3.58 3.42  -0.0054
H -0.63 4.87 2.61  0.0072
H 0.22 3.74 3.68  0.0008
H 1.75 2.88 -0.16  -0.0081
H 2.30 2.78 1.50  -0.0026
H 1.60 4.28 0.90  -0.0002
H -3.06 1.72 3.98  -0.0026
H -4.46 1.14 3.09  0.0044
H -3.55 2.53 2.49  0.0012
H -2.57 -1.44 3.73  -0.0008
H -1.99 -2.12 2.21  -0.0013
H -3.69 -1.67 2.39  -0.0004
H -5.03 0.46 0.82  0.0011
H -5.91 0.23 -1.50  0.0000
H -4.25 0.03 -3.38  0.0002
H -1.86 0.03 -2.84  -0.0119
C 1.21 2.17 -3.28  0.0085
C 0.43 1.44 -4.34  -0.0756
C -0.03 2.13 -5.46  0.0016
C -0.78 1.48 -6.44  0.0072
C -1.08 0.14 -6.31  0.0028
C -0.62 -0.57 -5.20  0.0214
C 0.14 0.08 -4.24  0.0861
Sb 0.86 -1.05 -2.53  0.8085
C -0.19 -2.91 -2.78  0.1010
C -1.17 -3.16 -1.83  -0.0272
C -1.94 -4.31 -1.91  0.0066
C -1.72 -5.20 -2.95  -0.0019
C -0.74 -4.95 -3.89  0.0054
C 0.06 -3.81 -3.83  -0.0087
C 1.14 -3.62 -4.86  0.0100
C 2.90 -1.36 -3.16  0.0643
C 3.36 -0.54 -4.19  0.0084
C 4.65 -0.70 -4.68  -0.0019
C 5.47 -1.67 -4.12  0.0124
C 5.01 -2.47 -3.09  -0.0041
C 3.72 -2.33 -2.58  -0.0281
C 3.28 -3.23 -1.46  0.0158
H 1.28 3.23 -3.51  -0.0003
H 2.22 1.78 -3.17  0.0010
H 0.71 2.07 -2.31  -0.0053
H 0.19 3.18 -5.57  -0.0003
H -1.12 2.03 -7.31  0.0005
H -1.68 -0.37 -7.06  0.0005
H -0.88 -1.61 -5.09  0.0017
H -1.33 -2.46 -1.02  -0.0135
H -2.71 -4.51 -1.17  -0.0001
H -2.32 -6.10 -3.03  0.0000
H -0.57 -5.66 -4.69  0.0009
H 0.93 -4.21 -5.74  0.0009
H 2.10 -3.95 -4.46  -0.0014
H 1.25 -2.58 -5.16  -0.0041
H 2.71 0.20 -4.64  0.0046
H 5.00 -0.07 -5.48  0.0007
H 6.48 -1.79 -4.49  0.0008
H 5.66 -3.22 -2.65  -0.0005
H 3.58 -4.26 -1.65  0.0007
H 2.20 -3.21 -1.31  -0.0119
H 3.77 -2.92 -0.53  -0.0034

- E_HOMO (spin up / spin down): -0.396 / -0.429 Ha
- HOMO-LUMO gap (spin up / spin down): 8.40 / 5.96 eV
- Multiplicity: 5
- Total charge: +1

=====

Entry 5:
Density functional theory data (ωB97M-V with the def2-TZVPD basis set) for a molecular structure, C37H50AsN6OOsSSiTe.

Each line ends with the Mulliken spin population.
Cartesian coordinates (Å):
Os -0.62 -1.30 -1.15  2.7673
N -2.34 -1.29 0.51  -0.0030
C -3.18 -0.90 1.22  0.0349
N -4.08 -0.45 2.00  0.0130
C -5.46 0.02 1.52  0.0001
C -6.53 -0.61 2.42  0.0001
C -6.23 -0.29 3.88  0.0002
C -4.83 -0.76 4.34  0.0009
C -3.75 -0.11 3.42  -0.0011
H -5.63 -0.31 0.49  0.0008
H -5.47 1.10 1.48  0.0002
H -6.53 -1.74 2.28  -0.0001
H -7.44 -0.16 2.06  -0.0001
H -6.97 -0.74 4.57  0.0000
H -6.33 0.79 4.01  0.0000
H -4.72 -1.88 4.36  -0.0001
H -4.60 -0.36 5.35  -0.0001
H -2.82 -0.52 3.70  0.0005
H -3.74 0.95 3.55  0.0000
C 5.14 -2.58 1.81  0.0003
N 3.95 -2.06 1.13  0.0049
C 2.69 -1.71 1.76  0.0095
C 1.82 -1.49 0.52  -0.0009
O 0.62 -1.00 0.51  -0.0168
N 2.45 -1.85 -0.59  0.0433
C 3.72 -2.20 -0.17  0.0105
N 4.61 -2.67 -1.02  -0.0008
H 6.08 -2.23 1.43  0.0000
H 5.16 -3.73 1.84  0.0003
H 5.12 -2.28 2.85  -0.0001
H 2.82 -0.81 2.43  0.0001
H 2.23 -2.53 2.36  0.0007
H 4.40 -2.82 -1.98  -0.0001
H 5.57 -2.72 -0.83  -0.0001
S 0.97 -5.75 -1.73  0.0065
C 0.44 -4.14 -2.01  0.0019
N -0.14 -3.53 -1.00  0.0210
C -0.31 -4.43 0.07  -0.0028
C -0.90 -4.09 1.25  0.0021
C -1.05 -5.03 2.25  0.0018
C -0.44 -6.26 2.02  -0.0001
C 0.30 -6.57 0.88  0.0010
C 0.28 -5.68 -0.21  -0.0036
H 0.71 -3.58 -2.91  -0.0020
H -1.30 -3.08 1.33  0.0086
H -1.58 -4.90 3.19  0.0001
H -0.59 -7.06 2.75  0.0000
H 0.64 -7.57 0.75  0.0000
Te 2.88 2.23 -0.70  0.8540
C 3.96 3.95 -0.91  0.0494
C 4.58 4.21 -2.13  0.0413
C 5.47 5.27 -2.28  -0.0259
C 5.84 5.99 -1.18  0.0930
C 5.23 5.76 0.02  -0.0215
C 4.27 4.79 0.16  0.0091
C 2.57 2.07 1.38  -0.0106
C 1.25 1.93 1.88  -0.0175
C 1.03 1.89 3.25  -0.0036
C 2.12 1.89 4.12  0.0187
C 3.41 1.96 3.60  -0.0058
C 3.66 2.03 2.25  -0.0138
H 4.32 3.56 -2.96  0.0005
H 5.88 5.48 -3.25  -0.0001
H 6.63 6.71 -1.22  0.0024
H 5.43 6.37 0.88  -0.0006
H 3.70 4.71 1.06  -0.0014
H 0.34 1.84 1.25  0.0017
H -0.01 1.91 3.63  -0.0003
H 1.99 1.94 5.20  0.0003
H 4.28 1.96 4.28  -0.0005
H 4.67 2.17 1.88  -0.0015
C -3.65 -0.23 -2.77  -0.0044
As -2.25 -1.59 -2.94  -0.0610
C -3.09 -3.31 -3.01  0.0046
C -1.40 -1.30 -4.63  0.0152
H -4.19 -0.21 -3.73  -0.0013
H -3.15 0.74 -2.61  0.0038
H -4.24 -0.47 -1.93  0.0015
H -4.05 -3.29 -3.57  -0.0025
H -3.18 -3.67 -2.01  0.0019
H -2.37 -3.91 -3.54  -0.0002
H -2.20 -1.13 -5.31  0.0014
H -0.94 -2.25 -4.99  0.0003
H -0.69 -0.44 -4.59  -0.0060
C 0.72 4.56 -2.37  0.0332
Si -0.66 3.47 -2.86  -0.0194
C -0.58 2.95 -4.64  0.0120
C -2.21 4.15 -2.14  0.0070
C -0.42 1.74 -1.99  0.3154
C -0.52 0.58 -1.67  -0.1555
H 0.40 5.57 -2.59  -0.0007
H 1.64 4.32 -2.83  -0.0034
H 0.79 4.56 -1.27  -0.0088
H -0.37 3.77 -5.30  0.0008
H -1.56 2.54 -4.98  0.0000
H 0.20 2.20 -4.75  -0.0004
H -2.77 4.86 -2.75  0.0014
H -2.04 4.71 -1.23  -0.0003
H -2.89 3.35 -1.90  -0.0006

- E_HOMO (spin up / spin down): -0.569 / -0.568 Ha
- HOMO-LUMO gap (spin up / spin down): 8.96 / 5.51 eV
- Multiplicity: 5
- Energy relative to the best compared isomer or geometry (same formula, charge and spin): 0.000 eV
- Total charge: +3

=====

Maximum force in eV/A, matching the order above: 0.57; 0.61; 4.28; 1.46; 2.96
Energy in eV, matching the order above: -174519.8171; -67381.9887; -175965.9890; -82488.7512; -139454.7054